(1)
C5H8N2O | wB97M-V/def2-TZVPD

The value obtained for the LUMO energy is 0.0245 hartree. As for the SMILES: CN1N=C[C@@H]2[C@@H](O)[C@@H]21. As for the orbital gap: 8.800 eV. The calculation puts the calculated total energy at -10336.937 eV. As for the total charge: 0. The calculation puts the energy above the lowest of the compared OMol25 structures with the same formula, charge and spin at 133.5 kcal/mol.

Each line ends with the natural charge from an NBO analysis.
Cartesian coordinates (Å):
N1 -0.561 -0.587 0.809  -0.30
H1 1.587 1.089 -0.411  0.17
O1 0.276 1.890 -2.127  -0.68
H2 -0.440 0.786 2.601  0.19
H3 -2.188 -0.067 1.759  0.22
C1 0.624 -0.446 -1.214  -0.34
H4 -0.663 2.333 -1.754  0.48
C2 -1.084 -0.111 2.010  -0.42
H5 -1.121 -1.150 2.724  0.23
H6 0.751 -0.826 -2.241  0.23
N2 0.594 -1.427 0.804  -0.20
C3 -0.510 0.121 -0.466  -0.09
H7 2.345 -1.634 -0.217  0.22
C4 0.614 1.015 -1.104  0.07
H8 -1.542 0.346 -0.935  0.21
C5 1.318 -1.332 -0.238  0.01

(2)
C13H18IrN4O4Se | wB97M-V/def2-TZVPD

The value obtained for the LUMO energy is -0.1076 hartree. As for the orbital gap: 7.038 eV. The calculation puts the calculated total energy at -96104.201 eV. As for the total charge: +1.

Each line ends with the natural charge from an NBO analysis.
Cartesian coordinates (Å):
H1 -4.017 2.601 0.772  0.23
H2 -3.856 -2.684 1.527  0.23
Se1 -0.329 -1.546 -4.886  -0.09
C1 2.926 1.122 -0.530  -0.22
O1 5.164 2.119 -0.666  -0.48
H3 -0.936 0.180 2.027  0.42
H4 -1.671 -1.881 2.229  0.23
C2 2.270 -0.119 -0.389  -0.23
O2 6.318 0.130 -0.487  -0.46
C3 4.993 -0.114 -0.437  0.28
N1 -3.071 1.292 -0.629  -0.73
H5 -1.823 2.153 1.710  0.23
C4 0.820 -0.150 -0.384  0.78
H6 -3.788 -1.780 -0.869  0.41
N2 -1.842 0.081 1.576  -0.56
O3 0.103 0.911 -0.516  -0.65
H7 4.931 -2.248 -0.230  0.24
H8 -2.898 -0.966 3.116  0.22
C5 6.471 1.544 -0.675  0.23
H9 -3.809 1.163 -1.317  0.42
C6 -3.545 -1.695 1.193  -0.24
C7 -1.074 -0.926 -3.433  0.17
N3 -1.599 -0.486 -2.474  -0.71
H10 -2.538 2.096 -0.961  0.41
C8 -2.574 1.364 1.775  -0.24
H11 -2.495 -2.596 -0.349  0.42
O4 0.143 -1.232 -0.240  -0.64
H12 -3.022 1.406 2.770  0.22
H13 6.946 1.726 -1.639  0.18
H14 -4.487 0.917 0.865  0.20
C9 4.366 -1.330 -0.304  -0.27
H15 7.056 1.953 0.148  0.18
C10 4.288 1.083 -0.547  0.29
C11 2.974 -1.314 -0.282  -0.12
C12 -3.639 1.580 0.713  -0.24
H16 2.374 2.044 -0.631  0.25
H17 -4.430 -1.063 1.201  0.20
C13 -2.475 -1.151 2.126  -0.24
H18 2.424 -2.240 -0.197  0.24
Ir1 -1.627 -0.209 -0.479  1.16
N4 -3.022 -1.737 -0.201  -0.73

(3)
H3N3O3S | wB97M-V/def2-TZVPD

The value obtained for the LUMO energy is -0.0018 hartree. As for the orbital gap: 9.080 eV. The calculation puts the calculated total energy at -21488.532 eV. As for the total charge: 0. The calculation puts the energy above the lowest of the compared OMol25 structures with the same formula, charge and spin at 110.3 kcal/mol.

Each line ends with the natural charge from an NBO analysis.
Cartesian coordinates (Å):
H1 0.046 -2.349 -0.031  0.47
S1 -2.103 -2.257 -0.169  0.28
O1 0.449 1.762 1.523  -0.48
O2 -0.255 0.996 0.509  -0.11
O3 -0.545 -2.754 -0.585  -0.84
N1 1.396 1.329 -1.028  0.21
N2 2.320 1.694 -1.535  0.02
H2 -1.703 -1.024 -0.472  0.09
N3 0.626 0.608 -0.413  -0.12
H3 -0.231 1.996 2.199  0.48

(4)
C5H9P | wB97M-V/def2-TZVPD

The value obtained for the LUMO energy is 0.0174 hartree. As for the SMILES: CC(C)C1=PC1. As for the orbital gap: 8.732 eV. The calculation puts the calculated total energy at -14616.609 eV. As for the total charge: 0. The calculation puts the energy above the lowest of the compared OMol25 structures with the same formula, charge and spin at 39.4 kcal/mol.

Each line ends with the natural charge from an NBO analysis.
Cartesian coordinates (Å):
H1 -2.527 -1.109 -0.601  0.20
H2 1.654 0.844 1.376  0.22
C1 -1.992 -1.425 0.354  -0.72
C2 0.587 0.096 -1.250  -0.57
H3 0.229 0.585 2.001  0.22
C3 0.644 0.730 1.038  -0.61
H4 1.520 -1.039 0.402  0.22
C4 0.637 -0.471 0.145  -0.32
H5 1.380 0.745 -1.283  0.21
H6 -0.400 0.653 -1.313  0.21
P1 -1.085 -2.970 0.696  0.52
C5 -0.504 -1.381 0.365  -0.19
H7 -2.225 -0.821 1.218  0.19
H8 0.741 -0.592 -2.029  0.21
H9 0.247 1.756 0.668  0.21

(5)
C6H7N4O | wB97M-V/def2-TZVPD

The value obtained for the LUMO energy is 0.1488 hartree. As for the orbital gap: 5.858 eV. The calculation puts the calculated total energy at -14341.278 eV. As for the total charge: -1. The calculation puts the energy above the lowest of the compared OMol25 structures with the same formula, charge and spin at 22.8 kcal/mol.

Each line ends with the natural charge from an NBO analysis.
Cartesian coordinates (Å):
H1 -1.816 -1.470 2.330  0.16
H2 -1.445 2.218 -0.031  0.38
N1 0.558 0.966 -2.210  -0.50
C1 0.049 0.735 0.751  0.10
C2 -0.561 1.727 -1.784  0.75
N2 -0.699 1.651 -0.409  -0.69
C3 -0.901 -1.106 1.871  -0.15
H3 -0.102 -2.998 1.409  0.19
H4 0.256 0.264 -2.894  0.35
C4 0.015 -1.922 1.308  -0.23
H5 2.038 -0.238 -1.627  0.35
C5 0.836 -0.127 0.005  0.11
O1 -1.271 2.352 -2.556  -0.70
N3 -0.773 0.322 1.818  -0.66
N4 1.416 0.428 -1.177  -0.46
H6 -0.436 0.706 2.705  0.34
H7 1.795 -2.080 0.035  0.18
C6 1.040 -1.426 0.456  -0.51

(6)
C26H29N5O5S | wB97M-V/def2-TZVPD

The value obtained for the LUMO energy is 0.0198 hartree. As for the SMILES: O=C(CN1C(=O)N[C@H](Cc2c[nH]c3ccccc23)C1=O)Nc1cccc(S(=O)(=O)N2CCCCCC2)c1. As for the orbital gap: 8.354 eV. The calculation puts the calculated total energy at -55958.799 eV. As for the total charge: 0. The calculation puts the energy above the lowest of the compared OMol25 structures with the same formula, charge and spin at 0.0 kcal/mol.

Each line ends with the natural charge from an NBO analysis.
Cartesian coordinates (Å):
H1 -3.325 -4.433 -0.592  0.22
H2 3.950 0.818 2.711  0.22
H3 0.609 5.418 -1.853  0.20
C1 2.612 -2.788 -0.589  0.68
H4 0.265 0.313 -0.520  0.24
C2 3.161 -0.351 1.112  -0.22
N1 2.058 -1.556 -0.717  -0.65
C3 2.092 1.610 2.010  -0.21
H5 2.511 -4.751 -1.451  0.26
H6 -2.925 6.441 -1.272  0.21
C4 0.065 3.450 -1.148  -0.24
H7 1.770 -1.851 3.902  0.21
H8 -2.101 -5.364 0.294  0.24
C5 -1.850 5.431 0.286  -0.43
C6 -0.757 -1.759 1.704  0.19
N2 0.048 3.792 0.266  -0.68
C7 2.119 -3.756 -1.679  -0.32
H9 1.384 -1.427 -1.473  0.44
H10 -1.251 6.963 -1.093  0.19
C8 1.055 -2.184 3.165  -0.22
C9 1.082 -3.517 2.744  -0.21
O1 -1.491 1.758 0.644  -0.98
C10 3.144 0.708 2.003  -0.19
H11 -0.737 2.727 -1.343  0.21
C11 -2.263 -4.495 -0.345  -0.42
H12 -2.201 4.314 -2.270  0.20
C12 1.083 0.422 0.175  -0.25
H13 -1.898 -0.105 1.039  0.45
O2 0.160 -1.848 -2.746  -0.65
N3 -1.747 -1.107 1.028  -0.55
H14 -1.600 5.706 -3.170  0.21
C13 -0.425 5.080 0.722  -0.23
C14 -0.080 4.617 -2.121  -0.41
C15 -0.764 -3.116 1.295  -0.12
O3 -0.520 2.934 2.566  -0.94
C16 0.177 -3.999 1.828  -0.22
C17 1.067 1.443 1.097  -0.33
H15 -3.204 -1.687 -0.397  0.20
C18 -1.907 6.088 -1.091  -0.39
C19 0.134 -1.292 2.663  -0.25
H16 -1.912 -5.547 -2.223  0.23
O4 0.476 -5.990 -0.881  -0.56
O5 3.426 -3.115 0.239  -0.59
C20 -2.378 -1.999 0.215  -0.01
H17 1.828 -4.179 3.154  0.21
C21 -0.006 -5.000 -1.360  0.71
H18 -2.202 -2.960 -2.652  0.42
H19 3.955 -1.079 1.138  0.25
N4 -1.389 -3.519 -2.449  -0.60
H20 0.095 -0.265 2.995  0.22
H21 0.280 5.851 0.396  0.20
H22 -2.275 6.119 1.019  0.22
H23 0.222 4.239 -3.100  0.22
S1 -0.377 2.489 1.212  2.33
C22 -0.171 -2.948 -2.357  0.82
C23 -1.832 -3.248 0.354  -0.14
N5 0.680 -3.878 -1.760  -0.47
H24 0.199 -5.035 1.524  0.22
H25 2.503 -3.414 -2.646  0.23
C24 -1.471 -4.720 -1.657  -0.14
C25 -1.506 5.156 -2.230  -0.40
H26 -2.450 4.519 0.298  0.21
H27 2.030 2.415 2.724  0.24
H28 -0.380 5.014 1.810  0.25
H29 1.023 2.948 -1.334  0.21
C26 2.128 -0.502 0.189  0.24